Below is 20 unconnected molecules or ions with the total composition C53H133Br20O34P7 in a non-equilibrium geometry, with properties calculated with the ωB97M-V functional and the def2-TZVPD basis.

Geometry as XYZ:
```
247
Properties=species:S:1:pos:R:3
Br -4.63 1.39 -2.16
C -5.18 -0.45 -2.12
C -5.00 -1.02 -0.74
Br -4.96 -3.04 -0.76
H -4.58 -1.08 -2.77
H -6.21 -0.59 -2.44
H -5.76 -0.65 -0.04
H -4.02 -0.70 -0.38
Br 4.52 -5.03 0.77
C 3.03 -4.27 -0.30
C 3.61 -3.44 -1.44
Br 2.15 -2.80 -2.71
H 2.39 -3.69 0.36
H 2.41 -5.09 -0.66
H 4.38 -3.91 -2.03
H 4.09 -2.55 -1.01
Br -5.72 5.43 2.32
C -3.88 4.78 1.98
C -3.87 3.45 1.37
Br -4.38 1.91 2.63
H -3.30 4.87 2.90
H -3.49 5.44 1.20
H -2.92 3.15 0.92
H -4.63 3.42 0.59
Br 3.94 -0.21 3.40
C 4.68 -2.02 3.20
C 5.83 -1.92 2.20
Br 7.29 -0.69 2.84
H 3.98 -2.82 3.00
H 4.96 -2.32 4.21
H 5.45 -1.44 1.30
H 6.17 -2.94 2.03
Br -2.73 -2.95 3.98
C -2.74 -4.65 5.09
C -4.17 -5.20 5.11
Br -4.05 -7.01 5.89
H -2.27 -4.45 6.06
H -2.13 -5.41 4.60
H -4.55 -5.22 4.09
H -4.83 -4.59 5.71
Br 6.33 2.61 4.17
C 5.75 3.38 2.39
C 6.24 2.44 1.27
Br 6.00 3.35 -0.43
H 6.26 4.34 2.30
H 4.68 3.59 2.40
H 5.75 1.47 1.32
H 7.32 2.31 1.38
Br -4.94 -7.32 -4.52
C -3.16 -6.39 -4.55
C -3.18 -5.21 -3.52
Br -1.58 -4.07 -3.83
H -3.12 -6.18 -5.62
H -2.37 -7.13 -4.36
H -3.17 -5.59 -2.50
H -3.99 -4.48 -3.59
Br 7.59 -3.26 -0.28
C 8.44 -2.13 -1.74
C 8.27 -0.70 -1.19
Br 6.37 -0.17 -1.28
H 7.90 -2.21 -2.68
H 9.51 -2.28 -1.88
H 8.83 0.01 -1.79
H 8.71 -0.67 -0.19
Br 0.44 -6.53 0.81
C -1.00 -5.38 0.05
C -1.89 -4.83 1.16
Br -2.95 -6.24 1.99
H -1.48 -5.82 -0.82
H -0.47 -4.59 -0.49
H -2.52 -4.04 0.77
H -1.32 -4.41 1.99
Br -3.21 2.46 -6.32
C -1.38 2.13 -7.14
C -0.21 2.44 -6.28
Br -0.14 1.22 -4.69
H -1.38 2.79 -8.01
H -1.39 1.10 -7.51
H -0.11 3.48 -5.97
H 0.68 2.26 -6.89
C 4.09 1.52 -3.46
O 3.67 2.53 -4.33
C 2.99 3.60 -3.72
C 2.94 4.80 -4.71
O 4.25 5.23 -5.04
C 4.88 6.21 -4.11
H 4.66 0.73 -3.95
H 3.23 1.09 -2.95
H 4.79 1.93 -2.72
H 3.58 3.98 -2.88
H 2.04 3.24 -3.34
H 2.38 5.68 -4.40
H 2.58 4.46 -5.68
H 4.30 7.08 -3.82
H 5.80 6.55 -4.57
H 5.18 5.66 -3.22
C -0.57 -4.05 -7.96
O 0.01 -2.77 -7.80
C 1.14 -2.80 -6.92
C 1.19 -1.48 -6.18
O 1.28 -0.37 -7.09
C 2.53 -0.08 -7.67
H -1.18 -4.08 -8.86
H -1.17 -4.37 -7.11
H 0.11 -4.89 -8.06
H 2.07 -2.97 -7.47
H 1.05 -3.58 -6.16
H 2.03 -1.45 -5.49
H 0.31 -1.36 -5.56
H 2.94 -0.80 -8.37
H 3.32 0.02 -6.92
H 2.47 0.86 -8.22
C -4.36 5.72 10.52
O -3.61 5.59 9.29
C -3.71 4.26 8.81
C -5.03 3.93 8.00
O -5.03 4.53 6.72
C -4.14 3.93 5.77
H -3.88 5.24 11.38
H -5.33 5.23 10.45
H -4.40 6.80 10.63
H -3.70 3.48 9.58
H -2.87 3.96 8.18
H -5.93 4.37 8.41
H -5.22 2.87 7.82
H -4.35 2.91 5.46
H -3.15 4.03 6.21
H -3.94 4.50 4.86
C -6.23 -1.65 3.25
O -7.09 -1.89 4.42
P -6.80 -1.22 5.88
O -5.35 -1.02 6.21
O -7.72 0.11 5.78
C -7.12 1.29 5.26
O -7.57 -2.14 6.97
C -8.96 -2.35 6.97
H -5.68 -2.55 3.00
H -5.68 -0.71 3.31
H -6.90 -1.51 2.40
H -7.37 2.09 5.95
H -7.40 1.50 4.22
H -6.04 1.32 5.38
H -9.49 -1.70 6.28
H -9.40 -2.23 7.95
H -9.10 -3.39 6.67
C 1.02 -4.64 3.42
O 1.59 -3.63 4.20
P 2.09 -4.09 5.69
O 2.43 -5.55 5.79
O 3.30 -3.01 5.97
C 3.92 -2.84 7.25
O 0.87 -3.61 6.71
C 0.21 -2.38 6.39
H 0.01 -4.85 3.76
H 1.63 -5.54 3.34
H 0.93 -4.17 2.44
H 4.01 -1.77 7.46
H 4.95 -3.19 7.31
H 3.35 -3.35 8.03
H 0.16 -1.76 7.28
H -0.82 -2.62 6.12
H 0.63 -1.83 5.54
C -2.87 -1.07 -5.41
O -3.75 -2.06 -4.92
P -5.30 -2.29 -5.41
O -5.99 -1.13 -6.07
O -5.21 -3.64 -6.33
C -4.54 -3.50 -7.63
O -5.97 -2.88 -4.05
C -7.30 -3.29 -4.16
H -1.91 -1.51 -5.67
H -2.69 -0.37 -4.60
H -3.14 -0.44 -6.26
H -3.54 -3.91 -7.73
H -4.51 -2.48 -8.02
H -5.06 -4.03 -8.43
H -7.67 -3.41 -5.18
H -7.98 -2.66 -3.59
H -7.33 -4.24 -3.63
C 2.75 0.09 -0.08
O 1.45 0.40 0.53
P 0.25 -0.57 0.02
O 0.44 -2.05 0.13
O -1.03 0.03 0.83
C -1.12 -0.11 2.26
O -0.05 -0.09 -1.50
C -0.97 -0.84 -2.22
H 3.42 -0.49 0.56
H 3.30 1.00 -0.30
H 2.68 -0.48 -1.00
H -1.35 0.88 2.65
H -0.25 -0.51 2.79
H -1.98 -0.70 2.58
H -0.49 -1.16 -3.14
H -1.73 -0.12 -2.50
H -1.40 -1.69 -1.68
C 8.08 2.54 -4.32
O 8.39 1.94 -5.50
P 8.31 0.31 -5.54
O 9.19 -0.46 -4.70
O 6.70 0.07 -5.22
C 6.17 -1.21 -5.47
O 8.52 -0.04 -7.08
C 9.80 0.13 -7.65
H 8.91 3.14 -3.95
H 7.68 1.93 -3.51
H 7.27 3.21 -4.62
H 5.34 -1.08 -6.16
H 5.91 -1.52 -4.46
H 6.80 -2.00 -5.87
H 10.19 1.09 -7.96
H 9.83 -0.42 -8.60
H 10.62 -0.25 -7.04
C -2.06 0.51 5.79
O -0.78 0.89 5.29
P -0.38 2.45 5.09
O -1.31 3.28 4.23
O -0.09 3.14 6.55
C -0.11 4.49 6.91
O 1.14 2.26 4.50
C 1.47 2.84 3.23
H -2.82 0.54 5.01
H -2.40 1.28 6.48
H -1.98 -0.46 6.30
H -0.54 4.64 7.90
H -0.84 5.01 6.28
H 0.87 4.96 7.00
H 1.70 2.03 2.54
H 2.39 3.42 3.30
H 0.72 3.41 2.68
C -1.76 4.01 -2.46
O -1.13 5.24 -2.10
P -0.35 5.37 -0.71
O -1.15 4.87 0.47
O 1.14 4.66 -1.01
C 1.41 3.47 -0.41
O 0.01 6.93 -0.69
C -0.93 7.93 -0.27
H -1.42 3.74 -3.46
H -2.83 4.09 -2.65
H -1.59 3.04 -2.00
H 2.38 3.46 0.08
H 1.46 2.60 -1.06
H 0.73 3.29 0.42
H -0.39 8.40 0.55
H -1.87 7.51 0.11
H -1.18 8.63 -1.06
```

Results
electronic energy	-58527.52973	Eh
charge	0
orbital gap	9.4	eV
HOMO energy	-9.1602	eV